1.
{"formula": "C16H30N2Pd", "method": "the ωB97M-V functional and the def2-TZVPD basis", "multiplicity": 1, "total_charge": 2, "mol_weight_g_mol": 356.85, "de_lowest_kj_mol": 3.2, "orbital_gap_ev": 7.87, "e_lumo_ev": -7.6, "symbols": ["C", "H", "H", "C", "H", "H", "C", "Pd", "H", "H", "H", "H", "C", "H", "H", "C", "C", "H", "C", "C", "H", "H", "H", "H", "H", "C", "H", "H", "H", "H", "C", "H", "N", "H", "H", "C", "C", "N", "H", "H", "H", "C", "H", "C", "C", "C", "H", "H", "H"], "coordinates": [[-0.4035, -1.4001, -2.4014], [-0.8523, -2.4409, 0.2910], [3.4548, 2.2656, -1.0234], [-0.3684, 1.6223, 3.8076], [1.3414, -2.3776, -1.6102], [1.3510, 4.1138, -0.4590], [-2.3712, 0.0572, -1.6071], [-0.0159, 0.0162, 0.4971], [-1.9059, 0.8912, -2.1333], [3.9902, -0.7366, 1.6553], [1.7586, -1.6542, 3.2982], [3.3252, -1.1917, 0.0901], [0.2634, -2.3725, -1.4522], [-0.6332, 2.6746, 3.8743], [-1.4204, 3.2148, 0.3466], [1.0899, 2.1223, 0.2652], [-1.0109, 3.0637, 1.3434], [-2.3154, -2.0877, -1.5979], [1.3140, 0.2924, 2.4619], [2.0877, 0.1439, 1.2464], [-0.6659, 4.0440, 1.6844], [2.7003, -1.9087, 1.5784], [0.6434, -0.6958, 4.2566], [-0.0617, 3.3174, -1.1202], [0.0826, -0.4203, -2.3442], [-1.9214, -1.2628, -2.2040], [4.1453, 0.7948, -0.3710], [-0.1981, -1.7609, -3.4105], [2.3603, -0.2975, 4.2249], [-1.2882, 1.0382, 3.8852], [1.5194, -0.6439, 3.6174], [2.9663, 0.7086, -1.6787], [0.0240, -2.0246, -0.0137], [-2.3430, 1.1092, 0.1521], [-3.4526, 0.1627, -1.7049], [3.0668, -0.9897, 1.1266], [0.3864, 1.3332, 2.5403], [-2.0208, 0.1955, -0.1593], [-2.4254, -1.3592, -3.1652], [0.2434, 1.3868, 4.6747], [0.7397, -2.4841, 0.5438], [2.1290, 1.1874, 0.2634], [-1.8111, 2.7520, 2.0110], [0.9702, 3.1541, -0.8191], [0.1357, 2.0932, 1.3487], [3.2305, 1.2353, -0.7586], [-0.1013, -3.3858, -1.6278], [1.5319, 2.8792, -1.7058], [-2.5773, -0.4733, 0.3703]], "lowdin_charge": [-0.19, 0.11, 0.10, 0.00, 0.12, 0.12, -0.20, 0.97, 0.12, 0.13, 0.08, 0.09, -0.20, 0.10, 0.08, -0.21, -0.02, 0.12, -0.20, -0.24, 0.13, 0.08, 0.09, 0.08, 0.10, -0.18, 0.09, 0.13, 0.13, 0.11, 0.00, 0.11, -0.03, 0.09, 0.13, -0.02, -0.19, -0.03, 0.13, 0.10, 0.10, -0.19, 0.09, 0.00, -0.24, 0.00, 0.14, 0.09, 0.11]}

***

2.
{"formula": "C16H30NO7Sr", "method": "the ωB97M-V functional and the def2-TZVPD basis", "multiplicity": 1, "total_charge": -3, "mol_weight_g_mol": 436.04, "de_lowest_kj_mol": 252.0, "orbital_gap_ev": 2.87, "e_lumo_ev": 5.7, "symbols": ["O", "C", "H", "H", "H", "O", "H", "O", "H", "H", "C", "O", "H", "C", "H", "H", "Sr", "H", "C", "H", "H", "C", "C", "C", "H", "H", "H", "C", "N", "H", "H", "C", "H", "C", "C", "O", "C", "H", "C", "H", "O", "H", "H", "C", "H", "H", "H", "H", "H", "O", "C", "H", "H", "H", "C"], "coordinates": [[34.4478, 11.2015, 21.4093], [36.9571, 12.3451, 26.4536], [31.9608, 6.7716, 18.5010], [35.6311, 13.9884, 19.5858], [37.0185, 13.2689, 27.0287], [31.6803, 13.7828, 21.8108], [30.7940, 12.8746, 18.5273], [36.3660, 13.4315, 24.1574], [32.4245, 9.9652, 22.2422], [30.4702, 8.4342, 22.1363], [32.3339, 9.2695, 21.4211], [34.4312, 15.3080, 21.7093], [36.0634, 11.8364, 26.8150], [35.3298, 15.8281, 20.7766], [31.4663, 10.8742, 26.4737], [32.9527, 13.7065, 26.8452], [34.0314, 13.0585, 23.1203], [31.3736, 11.9706, 20.7527], [31.0287, 7.5308, 20.2770], [30.1607, 6.9096, 20.1125], [36.2959, 15.7381, 21.2733], [30.7364, 13.4556, 19.4478], [33.2902, 8.2185, 19.4441], [33.1288, 10.3383, 25.2544], [32.2530, 9.5659, 27.1512], [34.0551, 8.0864, 18.6932], [30.8873, 14.4366, 18.9973], [32.0877, 7.4346, 19.3440], [34.3359, 10.3997, 20.5039], [35.1480, 16.8894, 20.6069], [34.4436, 15.0504, 18.9636], [31.5799, 13.0320, 20.6151], [29.6686, 13.4511, 19.6668], [35.3940, 15.0487, 19.4973], [31.1267, 8.4538, 21.2790], [35.1150, 10.3978, 19.5604], [32.7755, 15.6260, 25.7858], [37.2614, 11.6407, 24.3285], [37.2192, 12.5749, 24.8884], [33.6195, 9.4465, 24.8644], [32.7269, 11.1799, 24.2357], [37.8000, 11.7588, 26.8196], [33.6090, 16.0256, 26.3636], [31.9561, 9.9476, 26.1743], [36.2130, 15.4847, 18.9253], [38.2182, 13.0033, 24.9689], [31.9364, 16.3212, 25.8126], [31.3147, 14.0864, 26.2272], [31.1821, 9.3767, 25.6613], [33.1456, 15.2286, 24.4892], [33.3684, 9.2347, 20.4939], [33.8428, 10.8779, 25.8765], [32.6192, 13.1834, 20.3233], [32.0336, 14.8421, 27.6765], [32.2264, 14.4979, 26.6604]], "lowdin_charge": [-0.01, -0.13, 0.08, 0.05, 0.04, -0.40, 0.03, -0.46, 0.09, 0.10, 0.04, -0.40, 0.03, -0.54, 0.05, 0.05, 1.42, 0.06, -0.13, 0.09, 0.07, -0.17, 0.00, -0.51, 0.04, 0.09, 0.05, -0.10, -0.31, 0.06, 0.05, -0.53, 0.04, -0.16, -0.04, 0.05, -0.54, 0.06, -0.48, 0.07, -0.45, 0.02, 0.06, -0.14, 0.03, 0.05, 0.05, 0.06, 0.04, -0.39, -0.09, 0.07, 0.06, 0.02, -0.17]}

***

3.
{"formula": "C16H31BBrIO9P", "method": "the ωB97M-V functional and the def2-TZVPD basis", "multiplicity": 1, "total_charge": -1, "mol_weight_g_mol": 616.01, "orbital_gap_ev": 6.58, "e_lumo_ev": 2.0, "symbols": ["O", "H", "H", "H", "O", "C", "C", "H", "H", "H", "H", "H", "H", "C", "H", "H", "H", "C", "O", "H", "H", "H", "H", "I", "C", "H", "H", "H", "O", "C", "C", "C", "O", "C", "C", "H", "H", "H", "H", "H", "C", "C", "O", "C", "H", "Br", "H", "C", "O", "H", "O", "H", "H", "H", "B", "O", "C", "C", "P", "H"], "coordinates": [[-1.4081, 2.9307, 1.0821], [5.9041, 1.1878, -0.9009], [1.4985, -8.0102, -1.2510], [9.0501, 0.6572, 0.4890], [1.7196, -0.1180, -0.3313], [6.8394, 0.5178, 0.9265], [-0.1008, 3.2970, 1.1335], [-5.3472, 2.3546, 0.5859], [7.9633, 0.3318, -0.9532], [-2.5896, 2.1463, -1.1852], [0.8602, 3.8222, -0.6821], [5.5324, -0.5442, -0.5585], [-3.3573, 3.3857, 0.8180], [3.9256, 2.4828, 0.7092], [-8.8638, 3.4311, 1.7475], [-6.3874, 0.9387, 0.3113], [-2.2823, 4.7213, 0.4751], [-6.7205, 2.6476, -1.0159], [4.2983, 3.1072, 1.7051], [-1.4872, 3.4436, -1.6031], [-0.5312, -6.7729, -2.0818], [1.1892, 4.9084, 0.6818], [-3.2327, 3.7375, -1.6379], [6.6174, -0.9261, 2.5662], [-5.8502, 1.7526, -0.1704], [1.8928, -5.4924, 1.0786], [8.3126, -0.9748, 0.1842], [0.2548, -5.8032, -0.8269], [-8.0264, 2.7772, -0.7064], [8.1488, 0.1249, 0.1269], [1.5869, -7.1373, -1.9015], [-2.4313, 3.2233, -1.1034], [2.7938, -6.4216, -1.6337], [0.3783, -6.2267, -1.8244], [5.6514, 0.4612, -0.0858], [1.6851, -7.5192, -2.9185], [-9.7722, 1.9938, -0.0516], [1.6724, 0.8572, -0.4233], [1.6183, -7.1939, 0.6337], [0.4919, -5.3882, -2.5129], [3.2686, -6.1829, -0.3924], [0.4193, 4.3287, 0.1770], [3.3088, 3.0394, -0.2880], [2.3754, -6.4291, 0.7971], [-9.1046, 1.7723, 2.3299], [3.5167, -2.4582, 0.9857], [-5.1047, 1.2899, -0.8152], [-8.5315, 2.3970, 1.6430], [4.3612, -5.7106, -0.2540], [-7.4837, 2.3683, 1.9449], [0.6463, 2.7441, 1.8819], [-0.3324, 5.0418, -0.1632], [2.9939, -6.7773, 1.6230], [6.9419, 1.5061, 1.4165], [4.2297, 0.9122, 0.5099], [-6.2546, 3.2988, -1.9113], [-2.4047, 3.6432, 0.3519], [-8.7167, 1.9276, 0.2146], [2.8016, -0.3065, 0.9797], [-8.4276, 0.8844, 0.0739]], "lowdin_charge": [-0.01, 0.12, 0.11, 0.07, -0.41, -0.71, -0.53, 0.08, 0.07, 0.08, 0.09, 0.09, 0.10, -0.72, 0.08, 0.07, 0.11, -0.52, -0.02, 0.07, 0.08, 0.10, 0.08, 0.74, 0.01, 0.08, 0.04, 0.07, 0.00, -0.19, -0.24, -0.07, 0.00, -0.07, -0.25, 0.12, 0.12, 0.02, 0.06, 0.09, -0.54, 0.00, -0.10, 0.00, 0.08, 0.17, 0.09, -0.07, 0.09, 0.07, 0.12, 0.06, 0.09, 0.08, -0.43, 0.11, -0.25, -0.24, 0.56, 0.11]}

***

4.
{"formula": "C16H31BaNP2S", "method": "the ωB97M-V functional and the def2-TZVPD basis", "multiplicity": 1, "mol_weight_g_mol": 468.77, "orbital_gap_ev": [4.18, 4.18], "e_lumo_ev": [-1.2, -1.2], "symbols": ["H", "C", "H", "H", "H", "H", "H", "P", "H", "C", "C", "H", "C", "H", "H", "C", "H", "C", "H", "H", "H", "S", "H", "C", "H", "H", "C", "H", "P", "Ba", "H", "C", "C", "H", "H", "H", "H", "H", "H", "H", "H", "C", "H", "H", "C", "N", "H", "C", "H", "C", "C", "C"], "coordinates": [[-3.5053, 1.6072, -2.0672], [-1.2765, 1.0080, 1.5422], [-0.3366, 1.6744, -2.6075], [1.9204, 1.2805, -1.5719], [1.4454, -2.8986, -3.5100], [2.9764, -2.6728, -2.5952], [3.3237, 0.2690, -1.5087], [-1.7394, 0.5888, -0.8181], [0.7492, 2.0897, 2.9576], [2.1545, -2.1518, -3.1145], [2.3839, 0.4141, -2.0522], [-0.8626, -2.5193, 3.4327], [0.2388, 2.7901, 2.3073], [-2.7007, 2.8506, -1.1320], [-2.2330, -1.6924, -1.6121], [-3.0472, 1.8218, -1.0931], [0.2815, 2.3410, 0.2092], [-1.0803, 2.2043, 2.1208], [-1.7654, 0.8459, -3.1733], [2.6528, 0.7501, -3.0601], [-1.8566, 2.7200, 2.6311], [2.1287, -4.0526, 4.6696], [-1.6094, -3.9146, 2.3817], [-0.1098, -0.0775, 1.2956], [0.8932, 3.8729, 0.6603], [1.5833, -0.9128, 2.3357], [0.9179, 2.8244, 0.9325], [0.2353, 3.7329, 2.8860], [1.3057, -1.0727, -1.8958], [0.1280, -3.2091, -0.3144], [3.1004, 0.1761, 0.7412], [1.5024, -3.9949, 3.2063], [2.2205, 2.1212, 0.8149], [-3.4440, -0.4705, -1.9469], [-3.3384, -1.1581, -0.3265], [2.5712, -1.5705, -3.9578], [-0.7170, -1.3196, -3.2075], [-0.5882, -1.0468, 1.5530], [3.0053, 2.7554, 0.3933], [1.1558, 0.6425, 2.9501], [-2.2904, 0.5674, 1.7478], [-2.7541, -0.8329, -1.1821], [-2.4978, -2.3620, 2.8131], [0.3980, -0.2076, -4.0252], [-0.9143, 0.7356, -2.4816], [1.1135, -3.8971, 2.0689], [-3.8601, 1.7903, -0.3682], [1.2268, 0.0839, 2.0137], [0.2101, -0.0780, 0.2238], [-0.0741, -0.4311, -3.0333], [2.3027, 0.8187, 1.1670], [-1.5244, -2.8337, 2.5998]], "lowdin_charge": [0.03, -0.24, 0.09, 0.02, 0.03, 0.04, 0.04, 0.88, 0.08, -0.33, -0.28, -0.06, -0.20, 0.05, -0.01, -0.26, 0.08, -0.15, 0.07, 0.06, 0.09, 0.50, -0.11, -0.30, 0.11, 0.11, -0.19, 0.12, 0.65, 1.48, 0.09, -1.09, -0.12, 0.04, 0.06, 0.06, 0.06, -0.01, 0.11, 0.10, 0.11, -0.27, -0.09, 0.10, -0.40, -0.25, 0.05, -0.18, -0.03, -0.41, -0.10, -0.25]}